# 1
The following is a DFT calculation (ωB97M-V with the def2-TZVPD basis set) of the molecule C23H27N3O3.

Properties
HOMO energy in eV: -8.57
Energy above the lowest of the compared OMol25 structures with the same formula, charge and spin in kcal/mol: 65.7
Calculated total energy in hartree: -1282.62667
Molar mass in g mol⁻¹: 393.49
Structure (SMILES): O=C(N1CCOCC1)N1c2ccccc2C[C@@H](N2CCOCC2)c2ccccc21
Gap between HOMO and LUMO in eV: 9.28
LUMO level in eV: 0.71
Total charge: 0

```
56
C23H27N3O3 ωB97M-V with the def2-TZVPD basis set
O -3.597 -0.208 -0.570
C -2.595 0.206 -0.018
N -2.498 1.512 0.409
C -1.282 2.297 0.418
H -0.409 1.668 0.566
H -1.346 3.010 1.248
C -1.158 3.069 -0.904
O -2.275 3.895 -1.122
C -3.468 3.138 -1.146
H -4.279 3.852 -1.294
C -3.653 2.360 0.158
H -4.540 1.729 0.096
H -3.745 3.057 0.997
H -3.447 2.428 -1.987
H -0.286 3.727 -0.886
H -1.056 2.350 -1.734
N -1.504 -0.613 0.209
C -1.569 -1.944 -0.311
C -2.620 -2.796 -0.018
C -2.615 -4.081 -0.532
C -1.561 -4.514 -1.319
C -0.509 -3.659 -1.601
C -0.508 -2.365 -1.106
C 0.596 -1.392 -1.362
C 1.491 -1.226 -0.120
N 2.567 -0.311 -0.496
C 3.903 -0.575 -0.009
H 4.114 -1.644 -0.081
C 4.885 0.205 -0.887
O 4.627 1.588 -0.822
C 3.311 1.865 -1.239
C 2.280 1.104 -0.399
H 1.286 1.305 -0.799
H 2.327 1.466 0.644
H 3.176 2.942 -1.134
H 3.189 1.579 -2.295
H 5.911 0.068 -0.541
H 4.797 -0.144 -1.927
H 4.050 -0.243 1.033
C 0.764 -0.836 1.160
C 1.535 -0.814 2.322
C 1.036 -0.395 3.539
C -0.289 -0.006 3.633
C -1.092 -0.076 2.515
C -0.586 -0.476 1.277
H -2.140 0.175 2.584
H -0.702 0.316 4.577
H 1.674 -0.385 4.409
H 2.560 -1.148 2.267
H 1.966 -2.199 0.066
H 1.230 -1.730 -2.182
H 0.173 -0.423 -1.635
H 0.312 -3.993 -2.218
H -1.559 -5.518 -1.714
H -3.435 -4.747 -0.312
H -3.438 -2.451 0.594
```

# 2
The following is a DFT calculation (ωB97M-V with the def2-TZVPD basis set) of the molecule C23H27N3O5.

Properties
HOMO energy in eV: -8.35
Energy above the lowest of the compared OMol25 structures with the same formula, charge and spin in kcal/mol: 76.7
Calculated total energy in hartree: -1433.09943
Molar mass in g mol⁻¹: 425.48
Structure (SMILES): COc1cccc(CCNC(=O)CCc2nnc(Cc3cc(OC)ccc3OC)o2)c1
Gap between HOMO and LUMO in eV: 8.95
LUMO level in eV: 0.60
Total charge: 0

```
58
C23H27N3O5 ωB97M-V with the def2-TZVPD basis set
C -5.211 -0.048 -1.411
H -4.619 0.872 -1.405
O -4.766 -0.962 -0.432
C -3.454 -1.319 -0.432
C -3.042 -2.152 0.611
C -1.721 -2.538 0.702
C -0.790 -2.081 -0.218
C -1.186 -1.247 -1.252
C -2.525 -0.895 -1.373
H -2.829 -0.263 -2.190
C -0.172 -0.685 -2.213
H -0.306 -1.123 -3.205
H 0.830 -0.942 -1.864
C -0.282 0.843 -2.345
N -0.476 1.492 -1.068
C -1.649 2.065 -0.731
O -2.574 2.195 -1.509
C -1.742 2.584 0.699
H -0.800 3.040 1.010
H -2.515 3.353 0.703
C -2.147 1.472 1.689
C -0.964 0.822 2.294
N -0.616 0.839 3.537
N 0.560 0.181 3.634
C 0.877 -0.210 2.446
O -0.054 0.165 1.535
C 2.084 -0.958 2.026
C 2.591 -0.485 0.688
C 2.652 0.872 0.405
C 3.096 1.328 -0.832
C 3.497 0.394 -1.783
C 3.450 -0.958 -1.510
C 2.991 -1.415 -0.278
O 2.888 -2.735 0.067
C 3.255 -3.709 -0.879
H 3.084 -4.668 -0.392
H 4.312 -3.627 -1.152
H 2.637 -3.648 -1.781
H 3.770 -1.651 -2.270
H 3.847 0.749 -2.739
O 3.169 2.637 -1.206
C 2.767 3.625 -0.289
H 3.365 3.595 0.627
H 1.705 3.531 -0.037
H 2.930 4.576 -0.793
H 2.361 1.568 1.178
H 2.841 -0.835 2.804
H 1.845 -2.022 1.958
H -2.727 1.891 2.511
H -2.754 0.723 1.176
H 0.204 1.278 -0.354
H 0.630 1.234 -2.809
H -1.138 1.123 -2.962
H 0.245 -2.371 -0.126
H -1.409 -3.188 1.507
H -3.774 -2.476 1.334
H -5.183 -0.493 -2.411
H -6.243 0.181 -1.149
```

# 3
The following is a DFT calculation (ωB97M-V with the def2-TZVPD basis set) of the molecule C23H27N3O5S.

Properties
HOMO energy in eV: -8.85
Energy above the lowest of the compared OMol25 structures with the same formula, charge and spin in kcal/mol: 82.8
Calculated total energy in hartree: -1831.28037
Molar mass in g mol⁻¹: 457.55
Structure (SMILES): Cc1cccc(OCCCC(=O)Nc2ccc(S(=O)(=O)Nc3onc(C)c3C)cc2)c1C
Gap between HOMO and LUMO in eV: 9.31
LUMO level in eV: 0.46
Total charge: 0

```
59
C23H27N3O5S ωB97M-V with the def2-TZVPD basis set
C -1.484 -3.918 -0.192
C -2.439 -2.819 -0.542
C -3.505 -3.067 -1.398
C -4.398 -2.065 -1.718
C -4.229 -0.791 -1.206
C -3.161 -0.527 -0.363
C -2.265 -1.543 -0.007
C -1.148 -1.274 0.959
H -0.180 -1.455 0.494
H -1.178 -0.247 1.309
H -1.239 -1.939 1.818
O -2.892 0.726 0.148
C -3.901 1.719 0.128
C -3.393 2.946 0.892
H -4.265 3.448 1.314
H -2.775 2.603 1.723
C -2.626 3.974 0.051
C -1.127 3.765 -0.134
O -0.347 4.683 -0.026
N -0.785 2.493 -0.485
C 0.465 1.993 -0.823
C 0.518 0.684 -1.315
C 1.729 0.117 -1.655
C 2.885 0.862 -1.519
C 2.850 2.163 -1.057
C 1.642 2.734 -0.704
H 1.598 3.746 -0.338
H 3.768 2.724 -0.979
S 4.456 0.109 -1.884
O 4.252 -1.234 -2.331
O 5.292 0.971 -2.659
N 5.206 0.056 -0.347
C 4.416 -0.114 0.765
C 3.542 -1.103 1.131
C 3.057 -0.650 2.392
N 3.597 0.492 2.719
O 4.441 0.849 1.710
C 2.086 -1.340 3.275
H 1.130 -1.448 2.766
H 1.949 -0.762 4.183
H 2.454 -2.333 3.527
C 3.199 -2.373 0.438
H 3.577 -3.223 1.006
H 3.637 -2.388 -0.555
H 2.118 -2.479 0.359
H 5.856 0.823 -0.250
H 1.801 -0.890 -2.032
H -0.396 0.121 -1.432
H -1.525 1.796 -0.474
H -2.730 4.958 0.511
H -3.068 4.038 -0.948
H -4.802 1.323 0.613
H -4.156 1.995 -0.905
H -4.931 -0.016 -1.471
H -5.231 -2.268 -2.374
H -3.638 -4.057 -1.809
H -1.758 -4.839 -0.698
H -0.468 -3.652 -0.484
H -1.483 -4.100 0.882
```

# 4
The following is a DFT calculation (ωB97M-V with the def2-TZVPD basis set) of the molecule C23H27N5O4S.

Properties
HOMO energy in eV: -8.24
Energy above the lowest of the compared OMol25 structures with the same formula, charge and spin in kcal/mol: 32.4
Calculated total energy in hartree: -1865.58207
Molar mass in g mol⁻¹: 469.57
Structure (SMILES): CC[C@H](c1nnc(SCC(=O)Nc2ccc(C(=O)Nc3ccccc3OC)cc2)o1)N(C)C
Gap between HOMO and LUMO in eV: 8.54
LUMO level in eV: 0.29
Total charge: 0

```
60
C23H27N5O4S ωB97M-V with the def2-TZVPD basis set
C 0.478 1.501 1.726
H 0.760 1.770 2.739
C 1.144 0.189 1.340
H 0.902 -0.063 0.304
H 0.761 -0.613 1.972
C 2.668 0.277 1.478
C 3.316 -0.971 0.980
N 4.520 -1.121 0.533
N 4.720 -2.439 0.324
C 3.620 -3.031 0.658
S 3.248 -4.721 0.544
C 2.095 -4.882 1.959
H 2.658 -4.776 2.887
H 1.707 -5.898 1.888
C 0.945 -3.877 1.958
O 0.645 -3.282 2.965
N 0.332 -3.763 0.754
C -0.605 -2.789 0.385
C -1.433 -2.166 1.313
C -2.302 -1.178 0.895
C -2.353 -0.783 -0.438
C -1.550 -1.438 -1.368
C -0.689 -2.437 -0.960
H -0.069 -2.944 -1.687
H -1.608 -1.192 -2.418
C -3.310 0.302 -0.811
O -4.366 0.453 -0.231
N -2.862 1.089 -1.828
C -3.486 2.178 -2.439
C -4.765 2.610 -2.127
C -5.313 3.696 -2.789
C -4.589 4.353 -3.763
C -3.307 3.933 -4.087
C -2.747 2.850 -3.434
O -1.489 2.346 -3.676
C -0.693 2.981 -4.647
H -0.497 4.025 -4.384
H -1.156 2.935 -5.637
H 0.247 2.432 -4.662
H -2.757 4.459 -4.852
H -5.013 5.200 -4.282
H -6.310 4.024 -2.539
H -5.319 2.090 -1.363
H -1.932 0.918 -2.186
H -2.956 -0.692 1.602
H -1.387 -2.450 2.351
H 0.758 -4.264 -0.018
O 2.675 -2.161 1.080
N 3.075 0.552 2.852
C 2.977 -0.585 3.750
H 3.806 -1.299 3.627
H 2.037 -1.111 3.602
H 3.003 -0.213 4.773
C 4.386 1.164 2.927
H 4.608 1.379 3.971
H 4.375 2.101 2.373
H 5.180 0.522 2.519
H 3.038 1.107 0.865
H 0.786 2.300 1.056
H -0.604 1.401 1.673
```